Entry 1:
The following is a quantum chemistry calculation of a cluster of 13 separate species, C54H74F16O35 in total at a distorted geometry, from the Open Molecules 2025 dataset.

The geometry in ORCA input format:
```
! RIJCOSX wB97M-V def2-TZVPD def2/J DEFGRID3
* xyz 0 1
C -1.56 5.72 -1.24
C -0.08 5.62 -1.51
C 0.82 5.49 -0.28
O 1.62 4.33 -0.55
C 1.21 3.78 -1.73
O 1.79 2.89 -2.24
O 0.19 4.45 -2.25
H -1.88 6.69 -0.85
H -1.82 4.91 -0.55
H -2.18 5.52 -2.11
H 0.22 6.51 -2.07
H 0.18 5.27 0.57
H 1.36 6.41 -0.06
C 0.12 -0.68 4.58
C 0.25 -1.74 5.65
C -0.27 -1.35 7.02
O -1.09 -2.46 7.41
C -1.35 -3.23 6.34
O -2.18 -4.08 6.31
O -0.70 -2.75 5.26
H 0.54 -0.98 3.62
H 0.45 0.34 4.77
H -0.93 -0.54 4.28
H 1.22 -2.19 5.82
H -0.87 -0.44 6.98
H 0.53 -1.16 7.73
C 4.17 -2.73 -0.05
C 4.87 -4.05 -0.22
C 4.51 -4.85 -1.50
O 5.76 -5.08 -2.13
C 6.75 -4.47 -1.48
O 7.89 -4.43 -1.82
O 6.28 -3.83 -0.40
H 3.12 -2.87 -0.34
H 4.54 -1.95 -0.72
H 4.25 -2.38 0.97
H 4.71 -4.71 0.63
H 3.91 -4.14 -2.08
H 3.94 -5.75 -1.29
C 5.28 5.18 3.54
C 3.77 5.33 3.48
C 3.13 4.82 2.18
O 2.08 4.00 2.62
C 2.07 3.87 3.96
O 1.27 3.32 4.61
O 3.16 4.51 4.46
H 5.74 5.87 2.84
H 5.60 4.21 3.14
H 5.57 5.18 4.59
H 3.49 6.38 3.59
H 3.94 4.33 1.63
H 2.82 5.61 1.50
C 4.57 4.34 -1.95
C 4.85 4.00 -3.40
C 5.43 2.66 -3.78
O 4.71 2.28 -4.96
C 3.62 3.06 -5.09
O 2.80 2.95 -5.95
O 3.65 4.05 -4.19
H 4.00 5.26 -1.85
H 5.52 4.55 -1.44
H 4.16 3.48 -1.44
H 5.37 4.87 -3.84
H 5.29 1.93 -2.98
H 6.50 2.64 -3.98
C 0.43 0.44 -6.87
C 1.38 0.25 -5.69
C 0.77 0.52 -4.30
O 1.05 -0.65 -3.53
C 1.43 -1.62 -4.34
O 1.63 -2.74 -3.98
O 1.78 -1.12 -5.55
H -0.46 -0.19 -6.86
H 1.01 0.21 -7.77
H 0.07 1.46 -7.04
H 2.22 0.93 -5.80
H -0.29 0.78 -4.22
H 1.28 1.37 -3.85
C -2.19 -6.04 -1.79
C -0.80 -6.64 -1.73
C 0.22 -5.92 -2.63
O 1.31 -5.75 -1.76
C 1.01 -6.08 -0.47
O 1.84 -6.05 0.39
O -0.26 -6.45 -0.40
H -2.23 -4.96 -1.63
H -2.91 -6.60 -1.19
H -2.50 -6.20 -2.83
H -0.73 -7.72 -1.80
H -0.24 -5.07 -3.14
H 0.46 -6.54 -3.50
C -8.86 0.41 1.10
C -7.73 1.41 1.12
C -6.96 1.43 2.45
O -5.60 1.24 2.05
C -5.56 0.87 0.75
O -4.55 0.63 0.15
O -6.74 0.95 0.17
H -8.50 -0.63 1.11
H -9.57 0.40 0.27
H -9.45 0.38 2.02
H -7.94 2.43 0.78
H -7.27 0.63 3.11
H -7.05 2.43 2.87
C 8.72 -3.69 2.19
C 8.62 -2.43 1.35
C 7.45 -1.46 1.62
O 8.07 -0.18 1.52
C 9.39 -0.32 1.33
O 10.12 0.58 1.06
O 9.77 -1.59 1.53
H 9.70 -4.12 2.34
H 8.03 -4.39 1.69
H 8.33 -3.55 3.20
H 8.55 -2.74 0.30
H 7.04 -1.46 2.64
H 6.64 -1.69 0.94
C -5.79 -1.82 3.66
C -4.72 -2.23 2.62
C -3.54 -2.93 3.33
O -3.80 -4.28 2.95
C -4.61 -4.38 1.89
O -4.82 -5.37 1.28
O -5.17 -3.17 1.67
H -5.84 -2.62 4.41
H -6.78 -1.59 3.27
H -5.44 -1.03 4.33
H -4.46 -1.37 2.01
H -3.46 -2.82 4.41
H -2.60 -2.55 2.91
C -2.26 1.92 2.97
C -2.46 3.40 2.84
C -3.49 4.03 3.79
O -2.74 5.15 4.27
C -1.43 5.04 4.04
O -0.60 5.74 4.51
O -1.21 4.07 3.13
H -1.83 1.59 3.92
H -1.53 1.71 2.19
H -3.18 1.38 2.73
H -2.58 3.73 1.80
H -3.73 3.38 4.63
H -4.44 4.26 3.31
C -5.46 -0.87 -3.76
C -4.60 0.01 -4.70
C -3.16 -0.31 -4.34
F -2.16 0.11 -5.18
F -2.85 0.25 -3.13
F -4.87 -0.41 -5.98
F -4.83 1.33 -4.62
O -6.88 -0.71 -3.81
C -7.60 -0.50 -4.95
C -9.07 -0.75 -4.58
F -9.90 -0.23 -5.51
F -9.29 -2.08 -4.49
F -7.40 0.73 -5.45
F -7.24 -1.38 -5.92
H -5.23 -0.55 -2.74
H -5.20 -1.91 -3.94
H -2.97 -1.38 -4.19
H -9.27 -0.28 -3.61
C 0.54 -1.46 -0.01
C -0.82 -0.79 0.09
C -1.86 -1.77 -0.50
F -1.78 -1.83 -1.85
F -1.76 -3.04 -0.01
F -1.14 -0.63 1.40
F -1.01 0.39 -0.51
O 1.61 -0.83 0.69
C 2.02 0.42 0.29
C 3.26 0.90 1.04
F 4.18 -0.11 1.07
F 3.82 2.02 0.52
F 2.30 0.33 -1.04
F 1.06 1.35 0.48
H 0.77 -1.52 -1.08
H 0.52 -2.45 0.43
H -2.84 -1.36 -0.21
H 3.07 1.15 2.10
*
```

- gap between HOMO and LUMO (Eh) = 0.3730
- LUMO level (eV) = -0.270
- maximum force (eV/Å) = 2.48


Entry 2:
The following is a quantum chemistry calculation of a structure of composition C54H77ClN7O2P2Ta at a distorted geometry, from the Open Molecules 2025 dataset.

The geometry in ORCA input format:
```
! RIJCOSX wB97M-V def2-TZVPD def2/J DEFGRID3
* xyz 2 1
Ta -0.02 -0.62 0.90
C -2.83 -3.22 2.33
O -2.54 -2.24 1.33
C -3.67 -1.55 0.94
C -4.84 -2.17 0.55
C -5.98 -1.41 0.32
C -5.95 -0.04 0.50
C -4.79 0.60 0.90
C -3.63 -0.15 1.09
N -2.44 0.35 1.64
N -2.61 0.99 2.71
C -1.71 1.18 3.68
C -0.55 0.34 3.78
O -0.17 -0.38 2.77
C 0.09 0.26 5.04
C -0.24 1.10 6.06
C -1.29 2.04 5.94
C -1.60 2.95 6.97
C -2.67 3.80 6.85
C -3.47 3.77 5.71
C -3.17 2.91 4.67
C -2.07 2.05 4.76
H -3.64 -2.89 2.97
H -3.10 -4.18 1.87
H -1.93 -3.35 2.93
H -4.87 -3.24 0.44
H -6.90 -1.90 0.04
H -6.85 0.54 0.36
H -4.76 1.67 1.05
H 0.88 -0.47 5.15
H 0.31 1.06 6.99
H -0.98 2.96 7.86
H -2.90 4.49 7.65
H -4.34 4.42 5.64
H -3.79 2.89 3.79
C -1.01 4.18 2.21
C -0.03 3.73 1.13
C -0.80 3.22 -0.09
P 1.20 2.41 1.67
C 2.51 2.70 0.35
C 3.68 1.73 0.50
C 3.05 4.10 0.07
C 1.81 3.04 3.35
C 2.46 4.43 3.35
C 2.77 2.03 3.98
H -1.63 4.98 1.82
H -0.51 4.55 3.09
H -1.67 3.37 2.50
H 0.54 4.61 0.83
H -1.39 2.34 0.16
H -0.13 2.95 -0.90
H -1.48 3.98 -0.45
H 1.94 2.37 -0.52
H 4.30 1.98 1.35
H 4.31 1.78 -0.38
H 3.32 0.71 0.59
H 3.78 4.41 0.81
H 2.28 4.86 0.00
H 3.56 4.08 -0.89
H 0.90 3.06 3.97
H 3.48 4.37 3.00
H 2.48 4.81 4.37
H 1.91 5.14 2.74
H 3.71 1.99 3.43
H 2.32 1.04 4.02
H 3.01 2.33 5.00
Cl -0.07 -5.47 3.25
C -0.57 -5.35 1.59
C -1.19 -6.45 1.02
C -1.62 -6.39 -0.30
C -1.45 -5.22 -1.03
C -0.81 -4.14 -0.45
C -0.33 -4.19 0.86
C 0.48 -3.08 1.39
H -1.34 -7.35 1.59
H -2.09 -7.25 -0.75
H -1.81 -5.17 -2.04
H -0.67 -3.22 -1.00
H 1.49 -3.16 0.98
H 0.52 -3.11 2.48
N 0.12 -0.50 -0.98
P -0.05 -0.37 -2.58
N 0.61 -1.58 -3.54
C 0.01 -2.90 -3.66
C 1.01 -3.99 -3.30
C 2.15 -4.01 -4.33
C 2.37 -2.60 -4.89
C 2.04 -1.56 -3.83
N 0.56 1.11 -3.11
C -0.09 1.78 -4.25
C 0.39 3.23 -4.34
C 1.87 3.28 -4.74
C 2.58 2.02 -4.22
C 1.93 1.58 -2.91
N -1.66 -0.44 -2.98
C -2.63 0.26 -2.16
C -4.01 -0.35 -2.39
C -4.48 -0.10 -3.83
C -3.28 0.06 -4.77
C -2.14 -0.83 -4.31
H -0.33 -3.06 -4.69
H -0.87 -2.94 -3.02
H 0.52 -4.96 -3.25
H 1.41 -3.78 -2.30
H 1.91 -4.69 -5.15
H 3.06 -4.37 -3.86
H 1.72 -2.43 -5.75
H 3.40 -2.48 -5.22
H 2.30 -0.57 -4.20
H 2.63 -1.75 -2.93
H -1.16 1.77 -4.08
H 0.13 1.27 -5.19
H 0.23 3.72 -3.38
H -0.21 3.75 -5.09
H 2.33 4.17 -4.32
H 1.98 3.33 -5.82
H 3.64 2.21 -4.05
H 2.51 1.23 -4.97
H 1.90 2.47 -2.27
H 2.50 0.81 -2.39
H -2.67 1.33 -2.40
H -2.32 0.16 -1.12
H -4.73 0.07 -1.69
H -3.94 -1.42 -2.20
H -5.09 0.81 -3.88
H -5.11 -0.93 -4.15
H -2.96 1.10 -4.80
H -3.57 -0.21 -5.79
H -1.31 -0.78 -5.02
H -2.49 -1.87 -4.28
N 2.79 -1.18 2.04
C 3.91 -1.76 1.33
C 5.15 -1.88 1.95
C 6.21 -2.47 1.29
C 6.03 -2.97 0.01
C 4.81 -2.84 -0.62
C 3.75 -2.22 0.03
H 3.14 -0.39 2.58
H 2.47 -1.87 2.72
H 5.29 -1.51 2.95
H 7.17 -2.55 1.77
H 6.85 -3.46 -0.50
H 4.68 -3.21 -1.63
H 2.79 -2.09 -0.46
*
```

- gap between HOMO and LUMO (Eh) = 0.2314
- LUMO level (eV) = -6.439
- maximum force (eV/Å) = 2.49


- What is the gap between HOMO and LUMO in the first record?
  0.3730 Eh


- gap between HOMO and LUMO of number 2 (C54H77ClN7O2P2Ta)?
  0.2314 Eh